Record 1
A molecular structure, C37H52AsCsN3PS, computed with wB97M-V/def2-TZVPD.

```
! RIJCOSX wB97M-V def2-TZVPD def2/J DEFGRID3
* xyz 0 1
Cs -0.082 -0.015 -0.154
C -3.613 -0.997 0.105
C -3.684 0.382 0.235
C -3.598 1.191 -0.892
C -3.419 0.621 -2.144
C -3.340 -0.762 -2.275
C -3.447 -1.570 -1.151
H -3.680 -1.628 0.982
H -3.800 0.837 1.210
H -3.658 2.265 -0.786
H -3.349 1.252 -3.021
H -3.205 -1.204 -3.254
H -3.409 -2.647 -1.258
N 2.199 0.401 2.063
C 2.766 1.577 2.611
C 4.101 1.552 3.005
C 4.709 2.678 3.536
C 3.978 3.847 3.677
C 2.648 3.869 3.283
C 2.015 2.752 2.741
C 0.584 2.862 2.321
C -0.337 3.210 3.320
C -1.663 3.457 2.999
C -2.047 3.375 1.667
C -1.112 3.010 0.703
C 0.240 2.703 0.961
H 2.493 -0.423 2.573
H 1.188 0.449 2.107
H 4.664 0.632 2.889
H 5.749 2.638 3.833
H 4.437 4.738 4.086
H 2.073 4.781 3.382
H -0.007 3.294 4.352
H -2.375 3.731 3.769
H -3.072 3.603 1.383
H -1.473 2.934 -0.330
N 0.067 -1.157 4.063
C -0.101 -2.310 3.366
N -0.574 -2.360 2.162
C -0.627 -3.668 1.716
C -1.103 -4.071 0.471
C -1.095 -5.416 0.150
C -0.606 -6.366 1.046
C -0.120 -5.983 2.286
C -0.140 -4.635 2.608
S 0.372 -3.846 4.078
H -0.444 -0.350 3.734
H 0.232 -1.196 5.053
H -1.471 -3.326 -0.222
H -1.467 -5.741 -0.814
H -0.607 -7.412 0.773
H 0.256 -6.719 2.984
C 1.819 3.886 -4.589
C 1.491 3.347 -3.196
C 0.162 3.906 -2.690
P 1.531 1.503 -2.920
C 3.341 1.133 -2.661
C 3.707 1.377 -1.190
C 4.365 1.873 -3.524
C 1.115 0.601 -4.508
C -0.326 0.932 -4.907
C 2.044 0.650 -5.719
H 1.831 4.979 -4.567
H 1.063 3.591 -5.317
H 2.786 3.548 -4.956
H 2.265 3.694 -2.500
H -0.682 3.528 -3.275
H 0.158 4.996 -2.772
H 0.021 3.639 -1.643
H 3.407 0.057 -2.867
H 3.726 2.449 -0.975
H 4.715 1.001 -0.988
H 3.028 0.946 -0.455
H 4.339 2.943 -3.311
H 4.211 1.740 -4.592
H 5.373 1.524 -3.282
H 1.112 -0.437 -4.149
H -0.411 1.946 -5.296
H -1.001 0.847 -4.053
H -0.670 0.250 -5.688
H 2.136 1.657 -6.122
H 1.645 0.013 -6.514
H 3.042 0.285 -5.480
C 4.259 -2.410 -1.712
As 2.531 -2.576 -0.802
C 2.106 -4.397 -1.390
C 3.176 -3.003 0.995
H 4.903 -3.264 -1.502
H 4.748 -1.494 -1.381
H 4.089 -2.345 -2.786
H 2.969 -5.058 -1.294
H 1.789 -4.371 -2.432
H 1.287 -4.784 -0.786
H 3.849 -3.860 0.989
H 2.318 -3.222 1.634
H 3.699 -2.133 1.391
*
```

ΔE to the lowest compared entry with this formula, charge and spin in kJ/mol: 68.39
E_LUMO in eV: 0.1

Record 2
A molecular structure, C37H52BBiN5OPS3 at a distorted geometry, computed with wB97M-V/def2-TZVPD.

```
! RIJCOSX wB97M-V def2-TZVPD def2/J DEFGRID3
* xyz 2 1
Bi -0.643 -0.106 -2.284
C -1.714 -3.614 -1.123
C -2.276 -3.142 -2.415
N -1.966 -2.020 -3.021
C -2.550 -1.897 -4.264
C -3.362 -2.938 -4.587
S -3.373 -4.094 -3.330
C -2.178 -0.775 -5.118
C -2.704 -0.493 -6.338
S -1.930 0.860 -7.027
C -0.925 1.008 -5.643
N -1.160 0.087 -4.735
C 0.082 2.102 -5.561
H -1.395 -2.777 -0.502
H -0.833 -4.231 -1.321
H -2.435 -4.227 -0.585
H -3.927 -3.092 -5.491
H -3.504 -0.996 -6.855
H -0.329 3.023 -5.972
H 0.960 1.854 -6.160
H 0.396 2.280 -4.536
O -0.712 -0.211 0.067
P -1.230 0.069 1.481
C -2.826 -0.838 1.692
C -3.642 -0.924 0.391
C -4.545 0.282 0.139
C -5.468 0.515 1.333
C -4.661 0.729 2.612
C -3.714 -0.442 2.885
C -1.510 1.887 1.661
C -1.591 2.434 3.097
C -0.234 2.750 3.732
C 0.610 3.641 2.823
C 0.790 2.985 1.454
C -0.569 2.741 0.798
C 0.078 -0.542 2.634
C -0.332 -0.833 4.087
C -0.965 -2.211 4.298
C -0.100 -3.321 3.702
C 0.174 -3.062 2.222
C 0.873 -1.716 2.039
H -2.449 -1.847 1.886
H -4.281 -1.809 0.468
H -2.974 -1.078 -0.459
H -5.140 0.098 -0.759
H -3.946 1.179 -0.053
H -6.119 -0.356 1.453
H -6.109 1.378 1.151
H -5.338 0.830 3.461
H -4.111 1.668 2.534
H -4.321 -1.317 3.131
H -3.106 -0.226 3.766
H -2.506 1.974 1.217
H -2.148 1.753 3.743
H -2.163 3.366 3.051
H 0.315 1.834 3.956
H -0.415 3.251 4.683
H 1.584 3.820 3.280
H 0.114 4.607 2.697
H 1.319 2.033 1.577
H 1.399 3.624 0.812
H -0.447 2.286 -0.190
H -1.055 3.709 0.649
H 0.752 0.320 2.646
H -0.994 -0.054 4.474
H 0.586 -0.791 4.681
H -1.962 -2.254 3.852
H -1.091 -2.371 5.369
H -0.590 -4.286 3.835
H 0.852 -3.366 4.239
H -0.768 -3.076 1.662
H 0.804 -3.853 1.812
H 1.084 -1.537 0.984
H 1.831 -1.758 2.566
B 2.148 -3.933 -2.386
C 1.313 -2.688 -2.268
N 0.649 -1.730 -2.220
H 1.577 -4.581 -3.228
H 3.244 -3.583 -2.734
H 2.170 -4.493 -1.324
S 5.934 1.947 -2.434
C 4.279 1.454 -2.299
C 3.671 0.989 -3.479
C 2.341 0.664 -3.477
N 1.564 0.812 -2.388
C 2.148 1.191 -1.242
C 3.483 1.502 -1.148
C 6.525 1.988 -0.745
C 6.153 2.965 0.165
C 6.704 2.894 1.440
N 7.567 1.958 1.810
C 7.935 1.046 0.919
C 7.443 1.015 -0.381
H 4.260 0.862 -4.378
H 1.868 0.235 -4.351
H 1.503 1.243 -0.373
H 3.905 1.775 -0.193
H 5.485 3.772 -0.105
H 6.445 3.630 2.193
H 8.648 0.303 1.257
H 7.770 0.265 -1.088
*
```

ΔE to the lowest compared entry with this formula, charge and spin in kJ/mol: 18.60
E_LUMO in eV: -5.4

Record 3
9 unconnected molecules or ions with the total composition C37H52F40O9 at a distorted geometry, computed with wB97M-V/def2-TZVPD.

```
! RIJCOSX wB97M-V def2-TZVPD def2/J DEFGRID3
* xyz 0 1
F 21.655 23.586 16.516
C 21.978 22.356 16.833
F 20.916 21.863 17.539
C 22.212 21.573 15.613
F 22.758 20.398 15.958
F 23.067 22.342 14.839
C 20.934 21.407 14.791
O 21.278 20.521 13.657
C 20.782 20.855 12.459
F 19.456 20.644 12.364
F 20.940 22.119 12.132
C 21.542 19.911 11.392
F 21.580 18.655 11.885
F 20.831 19.904 10.263
H 22.965 22.289 17.413
H 20.586 22.401 14.472
H 20.206 20.849 15.358
H 22.614 20.222 11.238
F 10.734 19.147 9.245
C 9.802 18.148 9.593
F 9.609 17.375 8.496
C 10.352 17.241 10.696
F 9.384 16.297 10.969
F 10.518 18.076 11.798
C 11.629 16.512 10.353
O 12.032 15.675 11.416
C 12.446 14.456 11.096
F 11.328 13.753 10.820
F 13.214 14.400 9.965
C 13.252 13.951 12.223
F 12.430 13.759 13.275
F 13.920 12.784 11.886
H 8.878 18.620 9.821
H 12.475 17.163 10.017
H 11.380 15.887 9.470
H 14.015 14.655 12.569
F 18.143 16.438 16.163
C 19.457 16.102 15.946
F 19.526 15.272 14.877
C 20.232 17.393 15.593
F 20.191 18.257 16.598
F 19.406 17.954 14.574
C 21.593 17.248 14.858
O 22.538 16.821 15.811
C 23.523 15.959 15.504
F 23.235 15.099 14.481
F 24.658 16.628 15.060
C 23.801 15.196 16.862
F 22.825 14.326 17.187
F 25.031 14.599 16.950
H 19.903 15.575 16.823
H 21.846 18.242 14.455
H 21.524 16.514 14.078
H 23.863 15.986 17.598
F 16.617 18.129 18.505
C 15.430 18.881 18.410
F 15.764 20.012 19.102
C 15.260 19.050 16.879
F 14.307 19.886 16.576
F 15.003 17.788 16.394
C 16.519 19.564 16.145
O 16.927 20.813 16.722
C 17.091 21.840 15.870
F 17.959 21.561 14.864
F 15.983 22.292 15.309
C 17.708 23.018 16.683
F 17.962 24.122 15.890
F 16.757 23.376 17.576
H 14.586 18.325 18.818
H 16.298 19.692 15.070
H 17.297 18.870 16.313
H 18.701 22.885 17.189
F 17.862 11.040 13.599
C 16.718 10.452 13.314
F 16.886 9.090 13.433
C 15.642 10.859 14.261
F 15.580 12.211 14.112
F 16.062 10.565 15.472
C 14.260 10.286 14.035
O 14.176 9.999 12.594
C 12.894 9.753 12.146
F 12.220 8.941 12.917
F 12.193 10.919 12.050
C 12.929 9.254 10.732
F 13.797 9.925 9.857
F 13.402 7.963 10.760
H 16.373 10.663 12.332
H 13.517 11.042 14.281
H 14.090 9.326 14.535
H 11.940 9.281 10.367
C 15.611 13.316 8.009
C 16.679 14.409 7.803
C 16.830 14.816 6.343
O 16.374 15.572 8.562
H 15.934 12.349 7.570
H 14.697 13.557 7.442
H 15.394 13.230 9.079
H 17.667 14.052 8.156
H 16.944 13.977 5.658
H 17.759 15.450 6.231
H 15.938 15.421 5.999
H 16.294 15.341 9.504
C 13.729 18.715 12.880
C 13.877 19.357 11.494
C 14.861 20.523 11.514
O 14.415 18.298 10.654
H 14.708 18.298 13.206
H 12.966 17.952 12.805
H 13.471 19.464 13.604
H 12.909 19.696 11.146
H 15.226 20.762 10.509
H 15.788 20.113 11.981
H 14.514 21.389 12.057
H 14.626 18.549 9.751
C 17.201 19.061 6.404
C 17.275 18.783 7.867
C 17.623 20.022 8.719
O 16.010 18.264 8.354
H 18.093 19.629 6.045
H 16.292 19.602 6.132
H 17.209 18.205 5.729
H 17.868 17.919 8.129
H 18.692 20.339 8.626
H 17.531 19.829 9.788
H 16.939 20.760 8.423
H 16.006 17.319 8.486
C 17.601 14.228 11.674
C 17.016 15.563 12.112
C 17.761 16.801 11.684
O 15.739 15.683 11.483
H 17.844 14.284 10.587
H 17.038 13.354 12.012
H 18.594 14.056 12.223
H 16.889 15.506 13.238
H 17.358 17.678 12.236
H 17.585 16.966 10.671
H 18.798 16.797 11.884
H 15.446 16.591 11.406
*
```

ΔE to the lowest compared entry with this formula, charge and spin in kJ/mol: 14.76
E_LUMO in eV: 0.5

- Look up the ΔE to the lowest compared entry with this formula, charge and spin of the third one.
  14.76 kJ/mol

- ΔE to the lowest compared entry with this formula, charge and spin of number 1 (C37H52AsCsN3PS)?
  68.39 kJ/mol

- The lowest ΔE to the lowest compared entry with this formula, charge and spin belongs to which entry?
  C37H52F40O9

- Number 1 is which compound?
  C37H52AsCsN3PS